P:
Here is an isolated molecule of C4H12N2O from the OMol25 dataset. Energies are from ωB97M-V with the def2-TZVPD basis set.

Cartesian coordinates (Å):
C: 0.030 -1.267 0.612
H: 1.750 1.634 -0.640
H: 0.072 1.102 -1.240
C: -1.502 -0.653 0.757
C: 1.159 -0.268 0.057
H: -1.988 -1.299 1.400
H: -1.396 0.330 1.247
H: -2.954 -1.015 -0.496
H: -0.156 -2.009 -0.163
H: 0.423 2.800 0.837
N: 1.700 -0.833 -1.159
H: 2.522 -1.410 -1.114
N: -2.221 -0.303 -0.511
H: 1.666 -0.231 -1.988
H: -2.783 0.504 -0.475
C: 0.776 1.211 -0.385
O: 0.177 1.900 0.699
H: 0.412 -1.647 1.607
H: 1.891 -0.153 0.892

molar mass: 104.153 g mol⁻¹
total charge: 0
Kohn-Sham gap: 9.4 eV

Q:
Here is a cluster of 2 separate species, C4H12N2O in total from the OMol25 dataset. Energies are from ωB97M-V with the def2-TZVPD basis set.

Cartesian coordinates (Å):
H: -2.253 -0.429 0.465
H: 1.538 0.554 1.755
C: -0.328 -0.560 -0.376
N: 1.860 -0.807 -1.412
H: -0.984 1.711 0.698
H: 0.090 -0.183 -2.382
H: -2.676 1.879 0.172
H: 0.908 -1.561 0.794
C: -1.682 1.534 -0.118
C: -1.729 0.011 -0.388
H: 1.991 0.569 3.157
H: -0.599 -1.261 1.487
N: 0.171 -0.887 0.942
H: -1.366 2.086 -0.999
O: 2.370 0.560 2.271
H: -2.239 -0.230 -1.316
C: 0.481 -0.520 -1.428
H: 2.357 -0.754 -2.279
H: 2.089 -1.714 -1.043

molar mass: 104.153 g mol⁻¹
total charge: 0
Kohn-Sham gap: 8.5 eV

The data favor Q; the next most stable structure lies 1.195 eV above it.